(1)
C24H20AlCl3N5S | ωB97M-V/def2-TZVPD

Last column: natural (NBO) charge in e.
Element x y z (Å)
Al  -0.249  -0.202  0.099  1.612
C  3.753  -0.718  -1.201  -0.686
C  2.282  -0.572  -1.045  0.258
N  1.716  -0.234  0.081  -0.356
N  2.428  -0.077  1.191  -0.424
C  1.733  0.234  2.258  0.331
N  2.376  0.308  3.421  -0.752
S  0.020  0.562  2.274  -0.281
C  1.336  -0.814  -2.115  0.182
C  1.636  -1.508  -3.289  -0.218
C  0.628  -1.752  -4.200  -0.110
C  -0.661  -1.300  -3.924  -0.234
C  -0.879  -0.616  -2.746  0.108
N  0.088  -0.373  -1.867  -0.583
H  4.245  -0.300  -0.326  0.271
H  4.098  -0.206  -2.097  0.241
H  4.047  -1.763  -1.291  0.248
H  3.351  0.062  3.466  0.416
H  1.874  0.525  4.265  0.419
H  2.632  -1.888  -3.454  0.242
H  0.829  -2.309  -5.102  0.242
H  -1.471  -1.490  -4.607  0.247
H  -1.863  -0.254  -2.474  0.216
C  -2.409  -6.684  -1.788  -0.199
C  -3.257  -5.625  -1.501  -0.206
C  -2.751  -4.424  -1.040  -0.189
C  -1.375  -4.263  -0.864  -0.121
C  -0.532  -5.335  -1.165  -0.134
C  -1.043  -6.536  -1.613  -0.226
C  -0.753  -3.001  -0.492  -0.172
C  -1.223  -1.942  0.198  -0.561
C  -2.485  -1.882  0.936  0.009
C  -2.977  -2.938  1.706  -0.221
C  -4.160  -2.789  2.404  -0.180
C  -4.869  -1.598  2.354  -0.210
C  -4.370  -0.529  1.625  -0.206
C  -3.180  -0.674  0.942  -0.234
H  -2.806  -7.618  -2.157  0.221
H  -4.320  -5.738  -1.649  0.220
H  -3.416  -3.597  -0.837  0.218
H  0.535  -5.213  -1.035  0.198
H  -0.374  -7.353  -1.840  0.219
H  0.261  -2.911  -0.884  0.181
H  -2.426  -3.866  1.748  0.226
H  -4.534  -3.608  2.998  0.222
H  -5.799  -1.497  2.893  0.223
H  -4.905  0.410  1.609  0.212
H  -2.758  0.156  0.368  0.170
Cl  -1.922  4.640  1.410  0.122
C  -2.374  3.744  -0.073  -0.218
Cl  -2.348  4.818  -1.503  0.115
Cl  -4.002  3.009  0.119  0.105
C  -1.481  2.644  -0.251  0.440
N  -0.816  1.706  -0.334  -0.413

Summary:
max |F| = 0.0468 Eh/bohr
LUMO energy = -0.1365 Ha
ΔE to the lowest compared entry with this formula, charge and spin = 0.1 kcal per mole
E_HOMO = -10.149 eV
total charge = +1
HOMO-LUMO gap = 6.434 eV

***

(2)
C24H20As2CuF12N4O8 | ωB97M-V/def2-TZVPD

Last column: Mulliken charge in e.
Element x y z (Å)
Cu  -1.165  1.553  -0.957  1.001
As  -2.022  5.408  2.554  2.001
F  -2.460  5.187  0.901  -0.450
F  -1.589  3.647  2.706  -0.542
F  -1.593  5.685  4.284  -0.495
F  -2.393  7.257  2.508  -0.536
F  -3.660  4.965  3.036  -0.483
F  -0.324  5.720  1.980  -0.494
As  0.799  6.183  -4.088  2.032
F  1.311  7.052  -2.562  -0.512
F  0.277  4.789  -3.034  -0.557
F  0.360  5.231  -5.567  -0.519
F  1.306  7.529  -5.085  -0.490
F  2.469  5.581  -4.174  -0.493
F  -0.790  6.869  -3.956  -0.461
C  -1.470  -3.851  6.264  -0.567
C  -1.517  -4.852  5.324  -0.288
C  -1.214  -4.678  4.021  -0.503
C  -0.892  -3.373  3.589  0.309
C  -0.857  -2.362  4.472  -0.317
C  -1.122  -2.559  5.798  -0.467
N  -0.491  -3.117  2.176  0.920
O  -0.206  -4.049  1.467  -0.560
O  -0.456  -1.905  1.792  -0.564
H  -1.691  -4.023  7.307  0.419
H  -1.623  -5.883  5.627  0.326
H  -1.212  -5.507  3.328  0.421
H  -0.527  -1.391  4.132  0.485
H  -1.173  -1.816  6.580  0.384
C  -7.821  -1.275  4.989  -0.603
C  -6.527  -1.260  4.614  -0.204
C  -6.001  -0.508  3.565  -0.685
C  -6.885  0.185  2.752  0.405
C  -8.263  0.213  3.087  -0.467
C  -8.679  -0.429  4.247  -0.254
N  -6.426  0.847  1.570  0.926
O  -7.180  1.687  1.063  -0.530
O  -5.280  0.682  1.074  -0.578
H  -8.130  -1.846  5.852  0.386
H  -5.808  -1.837  5.177  0.351
H  -4.949  -0.462  3.326  0.506
H  -9.000  0.779  2.537  0.409
H  -9.716  -0.431  4.548  0.337
C  3.645  -4.740  -5.817  -0.453
C  2.565  -4.530  -4.939  -0.349
C  1.955  -3.328  -4.745  -0.508
C  2.425  -2.267  -5.526  0.467
C  3.558  -2.431  -6.320  -0.455
C  4.160  -3.655  -6.508  -0.471
N  1.792  -0.920  -5.347  0.860
O  1.664  -0.171  -6.314  -0.521
O  1.332  -0.638  -4.283  -0.529
H  4.053  -5.732  -5.941  0.385
H  2.171  -5.413  -4.457  0.341
H  1.147  -3.257  -4.031  0.430
H  3.915  -1.581  -6.882  0.411
H  5.040  -3.791  -7.120  0.392
C  7.436  -0.133  -2.184  -0.109
C  6.218  -0.788  -1.869  -0.788
C  5.288  0.000  -1.233  -0.156
C  5.441  1.387  -1.169  0.028
C  6.658  1.974  -1.567  -0.182
C  7.690  1.218  -1.980  -0.590
N  4.325  2.278  -0.630  0.941
O  3.201  1.820  -0.499  -0.551
O  4.516  3.471  -0.321  -0.529
H  8.251  -0.644  -2.675  0.322
H  6.116  -1.859  -1.960  0.417
H  4.419  -0.508  -0.842  0.410
H  6.920  3.020  -1.512  0.397
H  8.691  1.585  -2.148  0.391

Summary:
max |F| = 0.0859 Eh/bohr
LUMO energy = -0.0663 Ha
ΔE to the lowest compared entry with this formula, charge and spin = 121.9 kcal per mole
E_HOMO = -8.504 eV
total charge = -1
HOMO-LUMO gap = 6.700 eV

***

(3)
C24H20BeBrN4O5 | ωB97M-V/def2-TZVPD

Last column: natural (NBO) charge in e.
Element x y z (Å)
Be  1.336  -0.559  -0.598  1.691
O  -3.479  -1.595  -1.951  -0.714
C  -3.014  -0.718  -2.871  0.408
C  -3.876  -0.386  -3.912  -0.309
C  -3.465  0.447  -4.938  -0.203
C  -2.170  0.944  -4.952  -0.270
C  -1.312  0.627  -3.910  -0.164
C  -1.720  -0.172  -2.847  -0.170
C  -0.787  -0.278  -1.670  0.535
O  0.491  -0.087  -1.897  -0.933
N  -1.141  -1.354  -0.620  -0.264
N  0.091  -1.722  -0.102  -0.473
C  0.321  -2.948  0.161  0.160
C  1.666  -3.392  0.409  -0.244
C  1.884  -4.650  0.990  -0.143
C  3.151  -5.135  1.207  -0.304
C  4.245  -4.346  0.827  -0.194
C  4.065  -3.126  0.223  -0.251
C  2.773  -2.598  -0.030  0.410
O  2.649  -1.475  -0.656  -0.876
H  -2.770  -1.763  -1.294  0.509
H  -4.873  -0.808  -3.894  0.210
H  -4.160  0.706  -5.728  0.199
H  -1.833  1.580  -5.760  0.201
H  -0.299  1.006  -3.879  0.233
H  -0.492  -3.675  0.145  0.179
H  1.017  -5.234  1.284  0.198
H  3.301  -6.103  1.665  0.202
H  5.250  -4.704  1.018  0.200
H  4.911  -2.516  -0.066  0.207
C  -3.727  0.938  1.126  -0.405
N  -2.547  1.744  0.868  -0.452
C  -2.795  2.693  -0.215  -0.415
C  -1.376  0.956  0.623  0.318
N  -1.448  0.099  -0.431  -0.403
H  -4.525  1.592  1.490  0.176
H  -3.498  0.201  1.895  0.200
H  -4.082  0.412  0.228  0.176
H  -3.562  3.410  0.091  0.178
H  -3.129  2.192  -1.137  0.173
H  -1.876  3.238  -0.429  0.198
Br  5.671  2.668  3.302  0.012
C  3.767  2.798  3.216  -0.051
C  3.133  3.666  4.094  -0.281
C  1.743  3.754  4.027  -0.208
C  1.023  3.007  3.119  -0.211
C  1.681  2.131  2.231  -0.037
C  3.087  2.034  2.297  -0.269
C  0.976  1.341  1.266  0.640
O  -0.333  1.529  1.269  -0.393
O  1.584  0.517  0.505  -0.889
H  3.701  4.247  4.807  0.218
H  1.228  4.425  4.704  0.208
H  -0.055  3.083  3.075  0.233
H  3.597  1.360  1.624  0.253

Summary:
max |F| = 0.0415 Eh/bohr
LUMO energy (alpha / beta) = 0.0936 / 0.0936 Ha
E_HOMO (alpha / beta) = -2.904 / -2.903 eV
total charge = -1
HOMO-LUMO gap (alpha / beta) = 5.450 / 5.449 eV

***

(4)
C24H20BrClF3IrN3O4 | ωB97M-V/def2-TZVPD

Last column: natural (NBO) charge in e.
Element x y z (Å)
Ir  0.105  0.025  0.945  1.116
O  3.178  3.837  -1.729  -0.689
C  4.003  3.037  -0.991  0.396
C  5.366  3.292  -0.880  -0.315
C  6.167  2.456  -0.123  -0.159
C  5.622  1.358  0.532  -0.241
C  4.268  1.107  0.413  -0.154
C  3.446  1.935  -0.347  -0.185
C  1.977  1.623  -0.468  0.237
O  1.349  1.524  0.787  -0.727
N  1.829  0.349  -1.166  -0.432
N  0.735  -0.391  -0.911  -0.169
C  0.456  -1.430  -1.608  0.019
C  -0.636  -2.334  -1.323  -0.131
Br  -1.527  -2.021  0.334  0.205
C  -1.045  -3.278  -2.170  -0.119
C  -2.136  -4.248  -2.030  -0.129
C  -2.382  -4.935  -0.841  -0.194
C  -3.441  -5.825  -0.760  -0.200
C  -4.266  -6.030  -1.857  -0.183
C  -4.009  -5.372  -3.052  -0.205
C  -2.938  -4.499  -3.144  -0.131
H  3.678  4.587  -2.069  0.490
H  5.793  4.149  -1.388  0.216
H  7.227  2.660  -0.052  0.226
H  6.248  0.706  1.126  0.228
H  3.828  0.250  0.909  0.223
H  1.490  2.418  -1.046  0.178
H  2.427  0.097  -1.938  0.406
H  1.079  -1.668  -2.465  0.220
H  -0.512  -3.298  -3.118  0.235
H  -1.717  -4.814  0.004  0.220
H  -3.612  -6.371  0.158  0.227
H  -5.100  -6.715  -1.786  0.228
H  -4.637  -5.547  -3.915  0.226
H  -2.726  -4.000  -4.082  0.211
Cl  0.082  0.243  3.354  0.086
C  1.719  -0.497  3.602  -0.469
C  2.196  -1.341  2.413  0.769
O  3.247  -1.909  2.541  -0.563
O  1.423  -1.411  1.363  -0.726
H  1.647  -1.119  4.488  0.262
H  2.412  0.322  3.771  0.262
F  -3.994  5.410  2.474  -0.306
C  -4.448  4.381  1.755  0.966
F  -4.990  4.865  0.631  -0.306
F  -5.421  3.782  2.452  -0.308
C  -3.347  3.396  1.431  -0.070
C  -2.020  3.696  1.665  -0.164
C  -1.058  2.747  1.363  0.039
N  -1.374  1.545  0.860  -0.447
C  -2.666  1.277  0.602  0.050
C  -3.677  2.170  0.874  -0.209
H  -1.726  4.647  2.084  0.250
H  -0.004  2.930  1.515  0.262
H  -2.879  0.318  0.157  0.221
H  -4.704  1.912  0.655  0.254

Summary:
max |F| = 0.0205 Eh/bohr
LUMO energy = -0.1239 Ha
ΔE to the lowest compared entry with this formula, charge and spin = 14.9 kcal per mole
E_HOMO = -11.040 eV
total charge = +1
HOMO-LUMO gap = 7.667 eV